ORCA calculation (ωB97M-V/def2-TZVPD) on a structure of composition C5H6O2.

XYZ file:
```
13
Properties=species:S:1:pos:R:3:forces:R:3:mulliken_charge:R:1
O -1.02313 0.79541 0.59183 -0.17 0.11 0.11 -0.394
O -0.71869 -2.80064 0.74716 0.16 0.50 0.23 -0.461
C -0.11419 0.18950 -0.74106 0.01 -0.03 -0.22 -0.205
C 1.22825 0.62191 -0.35164 0.06 -0.11 0.00 -0.322
C -0.42655 -1.65459 0.99064 -0.08 -0.33 -0.08 -0.211
C 0.53582 1.84850 0.22811 0.08 -0.01 -0.08 -0.399
C -1.00467 -0.54384 0.14964 0.00 -0.17 -0.16 0.231
H 0.08510 2.39626 -0.62458 0.08 -0.06 0.23 0.163
H -1.95862 -0.84678 -0.28618 0.14 -0.01 -0.02 0.400
H 0.30591 -1.38792 1.77697 -0.13 0.03 -0.02 0.374
H 1.87861 0.82842 -1.20272 -0.14 0.07 0.07 0.302
H 1.73429 0.02135 0.40721 -0.06 0.03 -0.20 0.177
H -0.52212 0.53244 -1.68537 0.06 -0.01 0.14 0.344
```
Positions in Å, forces in eV/Å.

Summary:
Highest occupied orbital energy (spin up / spin down)   -8.2636 / -8.2640 eV
Maximum force   0.57 eV/Å
LUMO (spin up / spin down)   0.4 / 0.4 eV
ΔE to the lowest compared entry with this formula, charge and spin   149.6 kcal/mol
HOMO-LUMO gap (spin up / spin down)   8.66 / 8.66 eV